[1]
{
  "formula": "C5H16N2O",
  "method": "ωB97M-V/def2-TZVPD",
  "symbols": ["C", "C", "C", "C", "N", "C", "N", "H", "H", "H", "H", "H", "H", "H", "H", "H", "H", "H", "H", "H", "H", "H", "H", "O"],
  "xyz": [[1.5933, 0.6468, -0.7994], [1.6723, 1.5543, 0.4276], [0.7697, 1.0587, 1.5816], [-0.6523, 0.6792, 1.0700], [-0.7202, -0.7500, 0.8076], [-2.0577, -1.2609, 0.6738], [-2.6247, -1.0707, -0.6879], [1.7078, -0.3575, -0.3638], [2.4695, 0.6964, -1.4410], [0.7253, 0.5891, -1.4439], [1.3269, 2.5672, 0.2253], [2.7100, 1.5128, 0.7557], [1.2408, 0.2038, 2.0676], [0.6607, 1.8812, 2.2755], [-0.7270, 1.2920, 0.1610], [-1.3899, 0.9497, 1.8084], [-0.1204, -1.0609, 0.0565], [-2.0243, -2.3282, 0.8803], [-2.7298, -0.8037, 1.3930], [-3.4735, -0.5203, -0.6425], [-1.9641, -0.5320, -1.2304], [1.0596, -2.2651, -2.1008], [1.7186, -1.1672, -2.8081], [0.8292, -1.5148, -2.6662]],
  "orbital_gap_ev": 9.3,
  "max_force_ev_per_a": 2.17,
  "charge": 0,
  "relative_energy_ev": 1.110,
  "spin_multiplicity": 1
}

---

[2]
{
  "formula": "C5H16N2O",
  "method": "ωB97M-V/def2-TZVPD",
  "symbols": ["C", "C", "C", "C", "C", "N", "N", "H", "H", "H", "H", "H", "H", "H", "H", "H", "H", "H", "H", "H", "H", "H", "H", "O"],
  "xyz": [[-2.4128, -0.5863, -1.0819], [-1.5280, 0.5936, -0.6624], [-1.3784, 0.6135, 0.8594], [-0.1798, 1.4602, 1.4475], [0.8892, -0.2850, 2.8270], [1.0502, 0.7863, 1.8202], [-0.2061, 0.3598, -1.3094], [-1.8987, -1.5407, -0.9478], [-2.6685, -0.4920, -2.1258], [-3.2941, -0.6590, -0.4327], [-1.9418, 1.5092, -1.0855], [-2.2531, 1.0953, 1.2819], [-1.3430, -0.4235, 1.2105], [0.0824, 2.2118, 0.7132], [-0.6549, 1.8483, 2.3444], [1.0164, -1.2512, 2.3276], [1.6583, -0.2392, 3.6023], [-0.1120, -0.3277, 3.2612], [1.4298, 0.3235, 1.0105], [0.0027, 1.1529, -1.8934], [0.4495, -0.1061, -0.7092], [5.0074, -1.6636, -4.5772], [3.8272, -2.5283, -4.0669], [4.4582, -1.8521, -3.8136]],
  "orbital_gap_ev": 9.5,
  "max_force_ev_per_a": 2.09,
  "charge": 0,
  "relative_energy_ev": 1.359,
  "spin_multiplicity": 1
}

---

[3]
{
  "formula": "C5H16N2O",
  "method": "ωB97M-V/def2-TZVPD",
  "symbols": ["C", "C", "N", "N", "O", "H", "H", "H", "H", "H", "H", "H", "H", "C", "C", "C", "H", "H", "H", "H", "H", "H", "H", "H"],
  "xyz": [[-0.0573, 0.6149, -1.3254], [-1.4230, 0.7472, -2.0141], [0.9960, 0.6085, -2.3310], [-0.1116, -0.5489, -0.4501], [-1.6714, -0.3289, -2.8959], [-1.1492, -0.1859, -3.6917], [0.1019, 1.4930, -0.6912], [1.9105, 0.6769, -1.9005], [-0.4466, -1.3569, -0.9661], [0.9708, -0.2530, -2.8677], [-0.9145, -0.1160, 1.0832], [-1.4726, 1.7087, -2.5353], [-2.2046, 0.7054, -1.2546], [1.4161, -0.6281, 2.5986], [-1.4450, 0.2066, 2.0976], [2.2352, -0.7987, 1.5594], [0.9536, -1.4673, 3.0925], [1.2332, 0.3453, 3.0181], [0.8161, -0.7706, -0.0438], [-2.4935, 0.1998, 1.8105], [-1.4040, -0.3346, 3.0351], [-1.1696, 1.2411, 2.2923], [2.8007, 0.0266, 1.1510], [2.5286, -1.7853, 1.2294]],
  "orbital_gap_ev": 9.5,
  "max_force_ev_per_a": 2.96,
  "charge": 0,
  "relative_energy_ev": 2.143,
  "spin_multiplicity": 1
}

---

[4]
{
  "formula": "C5H16N2O",
  "method": "ωB97M-V/def2-TZVPD",
  "symbols": ["C", "C", "C", "C", "N", "C", "N", "H", "H", "H", "H", "H", "H", "H", "H", "H", "H", "H", "H", "H", "H", "H", "H", "O"],
  "xyz": [[-0.9508, -1.6112, -0.6957], [-0.6915, -0.2664, -0.0141], [-0.5870, -0.3331, 1.5644], [-2.0088, -0.6413, 2.0410], [0.7200, 0.0871, -0.3421], [1.0038, 0.3400, -1.7667], [2.3172, 0.8547, -2.0338], [-0.3029, -2.4495, -0.4828], [-1.9706, -1.9662, -0.4794], [-1.0167, -1.4563, -1.7759], [-1.4012, 0.5532, -0.2053], [-0.1538, 0.5885, 1.9384], [0.0945, -1.1244, 1.8421], [-2.3997, -1.5010, 1.5262], [-2.0498, -0.5538, 3.1379], [-2.7578, 0.1198, 1.7533], [1.3426, -0.5942, 0.0702], [0.8922, -0.6151, -2.3220], [0.1861, 0.8880, -2.2364], [2.9473, 0.5984, -1.2850], [2.2859, 1.8666, -2.0437], [1.2940, 1.7199, 0.2498], [1.3621, 2.9669, 1.1369], [1.8452, 2.5292, 0.4229]],
  "orbital_gap_ev": 9.9,
  "max_force_ev_per_a": 3.79,
  "charge": 0,
  "relative_energy_ev": 0.975,
  "spin_multiplicity": 1
}

---

[5]
{
  "formula": "C5H16N2O",
  "method": "ωB97M-V/def2-TZVPD",
  "symbols": ["C", "C", "C", "C", "C", "N", "N", "H", "H", "H", "H", "H", "H", "H", "H", "H", "H", "H", "H", "H", "H", "H", "H", "O"],
  "xyz": [[0.3111, -1.1306, 1.8130], [0.8463, -1.4963, 0.4414], [0.8710, -0.3224, -0.5773], [-0.3636, 0.4130, -1.1451], [-0.4310, 0.8676, -2.3727], [-1.5725, 0.6971, -0.3964], [2.3073, -2.1324, 0.6090], [-0.6288, -1.6882, 2.0325], [-0.0723, -0.0575, 2.0717], [1.0655, -1.3818, 2.6131], [0.3028, -2.2604, 0.0410], [1.6486, -0.5339, -1.3485], [1.5071, 0.4885, -0.0194], [-1.1817, 1.4837, -2.8152], [0.1920, 0.4264, -3.0984], [-1.2016, 0.4352, 0.4913], [-1.9000, 1.9329, -0.3687], [-2.4857, 0.1592, -0.7274], [2.8140, -2.1021, 1.4848], [2.1697, -3.0775, 0.4327], [2.8864, -1.6357, 0.0017], [-3.0547, 3.6006, 0.7479], [-1.6962, 4.0330, 0.1180], [-2.3336, 3.2815, -0.0290]],
  "orbital_gap_ev": 11.1,
  "max_force_ev_per_a": 4.56,
  "charge": 2,
  "relative_energy_ev": 3.019,
  "spin_multiplicity": 1
}

---

[6]
{
  "formula": "C5H16N2O2",
  "method": "ωB97M-V/def2-TZVPD",
  "symbols": ["C", "C", "C", "C", "N", "C", "N", "H", "H", "H", "H", "H", "H", "H", "H", "H", "H", "H", "H", "H", "H", "O", "H", "H", "O"],
  "xyz": [[0.6610, -1.8807, 0.7708], [-0.6342, -1.0972, 1.0769], [-0.8528, 0.0282, 0.0917], [-1.1927, 1.2322, 0.5448], [-1.6332, 2.2625, -0.3281], [-2.3384, 3.2640, -0.0117], [0.6450, -3.1640, 1.5434], [0.7660, -2.0775, -0.2734], [1.4913, -1.2877, 1.1353], [-1.5071, -1.7295, 0.8914], [-0.5823, -0.7454, 2.1027], [-0.8200, -0.1843, -0.9726], [-1.0599, 1.4816, 1.5841], [-1.3215, 2.1549, -1.3249], [-2.4855, 4.0556, -0.7293], [-2.7539, 3.4346, 0.9718], [0.5356, -3.0079, 2.5468], [-0.0129, -3.8839, 1.2156], [1.5425, -3.6588, 1.5065], [3.6561, -1.7582, -1.5394], [3.7933, -0.1450, -1.5353], [3.5046, -0.9336, -1.0763], [0.3374, 1.7885, -2.8515], [0.2265, 3.2846, -2.9797], [0.0350, 2.5667, -2.3597]],
  "orbital_gap_ev": 9.7,
  "max_force_ev_per_a": 1.53,
  "charge": 2,
  "relative_energy_ev": 0.470,
  "spin_multiplicity": 1
}

---

[7]
{
  "formula": "C5H16N2Si",
  "method": "ωB97M-V/def2-TZVPD",
  "symbols": ["C", "C", "C", "C", "C", "N", "N", "Si", "H", "H", "H", "H", "H", "H", "H", "H", "H", "H", "H", "H", "H", "H", "H", "H"],
  "xyz": [[-1.1772, -0.9379, 1.0444], [-0.7981, 0.8751, 2.8067], [-1.4213, 1.4087, 0.3311], [0.8863, -1.7039, -3.1096], [-0.6011, 0.4427, 1.2944], [1.7275, 0.9296, -1.7323], [0.7892, 0.2956, 0.9978], [1.8731, -0.6515, -1.9328], [-2.2370, -0.9934, 1.1079], [-0.7704, -1.4516, 0.1955], [-0.8380, -1.5894, 1.8605], [-1.7401, 1.4033, 2.8623], [0.0571, 1.5260, 3.1605], [-0.9555, 0.0003, 3.5788], [-1.4450, 1.0155, -0.6463], [-2.4001, 1.4230, 0.6807], [-1.0410, 2.4558, 0.2339], [-0.1994, -1.7317, -2.9792], [1.1682, -1.4331, -4.0707], [1.3552, -2.6494, -3.0816], [1.7288, 1.3640, -0.8251], [2.0322, 1.4819, -2.5282], [1.3407, 0.1800, 1.8652], [2.6658, -1.6594, -1.1140]],
  "orbital_gap_ev": [9.7, 4.8],
  "max_force_ev_per_a": 5.11,
  "charge": 0,
  "relative_energy_ev": 4.351,
  "spin_multiplicity": 1
}

---

[8]
{
  "formula": "C5H16N3",
  "method": "ωB97M-V/def2-TZVPD",
  "symbols": ["N", "C", "C", "C", "N", "C", "N", "C", "H", "H", "H", "H", "H", "H", "H", "H", "H", "H", "H", "H", "H", "H", "H", "H"],
  "xyz": [[1.6202, 0.6506, 0.6609], [0.6035, -0.2801, 0.0046], [-0.5884, -0.3256, 0.9424], [-0.3445, -1.4838, 1.9455], [0.5180, -2.6068, 1.4051], [0.4073, 0.2737, -1.4994], [-0.0928, 1.6985, -1.6752], [-1.5399, 1.9862, -1.7454], [1.1876, 1.0890, 1.4837], [2.4838, 0.1140, 0.7583], [1.7570, 1.5084, 0.0150], [1.0307, -1.2179, -0.1996], [-0.6854, 0.5471, 1.5231], [-1.5867, -0.4776, 0.2877], [0.0729, -1.0222, 2.8884], [-1.3670, -1.9083, 2.2168], [-0.0593, -3.1991, 0.7240], [0.9346, -2.9898, 2.1828], [-0.3355, -0.4073, -1.9542], [1.2807, -0.0007, -2.0380], [0.3243, 2.0424, -2.5989], [-1.9162, 1.8014, -2.8257], [-2.0772, 1.1722, -1.0575], [-1.6279, 3.0358, -1.4444]],
  "orbital_gap_ev": 9.7,
  "max_force_ev_per_a": 4.47,
  "charge": 1,
  "relative_energy_ev": 3.166,
  "spin_multiplicity": 1
}